13
Properties=species:S:1:pos:R:3:forces:R:3 method="wB97M-V/def2-TZVPD" homo_lumo_gap_ev=8.40 lumo_ev=-0.075 charge=0 smiles="C=C[SiH2]B(O)O" e_homo_ev=-8.475
C 2.041 -0.594 0.325 0.1 0.1 -0.5
C 1.466 0.454 -0.309 0.3 1.1 0.7
Si -0.179 1.238 0.164 0.5 0.9 0.6
B -1.523 -0.247 0.039 -0.2 -0.1 -0.3
O -2.592 -0.348 0.877 0.4 -0.5 0.2
O -1.380 -1.229 -0.915 0.1 0.2 -0.2
H 2.207 -1.505 -0.242 1.7 0.3 -0.2
H 2.392 -0.545 1.349 -1.5 -0.7 0.7
H 1.969 0.835 -1.201 -1.1 -1.2 -1.2
H -0.195 1.889 1.494 0.0 0.0 0.1
H -0.557 2.288 -0.817 0.2 0.0 -0.1
H -2.923 -1.260 0.816 -0.4 0.3 0.0
H -0.727 -0.976 -1.581 0.0 -0.3 0.2

18
Properties=species:S:1:pos:R:3:forces:R:3 method="wB97M-V/def2-TZVPD" homo_lumo_gap_ev=10.46 lumo_ev=0.920 relative_energy_ev=0.685 charge=0 smiles="CNC(=O)C(C)C" e_homo_ev=-9.539
C 0.350 -1.553 -1.849 0.7 -1.3 1.2
N 1.015 -0.481 -1.096 -0.1 0.3 -1.0
C 0.290 0.486 -0.403 0.1 -0.5 0.1
O 0.505 1.664 -0.576 0.1 0.1 0.1
C -0.632 -0.045 0.683 0.2 -0.5 0.8
C -1.453 1.086 1.291 -0.7 0.3 -0.5
C 0.245 -0.732 1.759 0.1 0.4 -0.2
H 0.879 -1.692 -2.787 -0.2 0.1 -0.1
H 0.404 -2.510 -1.309 0.3 0.1 0.0
H -0.702 -1.449 -1.990 -0.8 0.7 -0.4
H 1.647 -0.006 -1.727 0.1 0.2 0.2
H -1.235 -0.884 0.330 -0.3 0.4 -0.5
H -1.470 1.935 0.608 0.3 0.1 0.1
H -1.067 1.413 2.254 0.1 0.0 0.0
H -2.510 0.851 1.398 0.0 -0.4 0.3
H -0.352 -1.188 2.546 -0.2 0.3 0.1
H 0.836 -1.522 1.325 0.3 -0.3 -0.2
H 0.923 0.014 2.171 0.1 -0.1 0.3

127
Properties=species:S:1:pos:R:3:forces:R:3 method="wB97M-V/def2-TZVPD" homo_lumo_gap_ev=6.94 lumo_ev=0.420 charge=0 e_homo_ev=-6.524
C -2.276 -1.053 4.758 0.0 0.0 -0.8
C -2.367 -1.237 3.547 1.5 1.1 0.0
C -2.076 -1.195 2.005 -1.4 -0.9 0.6
C -2.928 -0.055 1.246 -1.5 0.6 -0.6
P -4.572 -1.035 0.961 -0.2 -1.6 0.0
O -4.453 -1.888 -0.527 -0.1 0.8 1.6
Cl -6.212 0.336 0.864 1.0 -0.4 -0.6
N -3.413 1.105 2.033 2.9 0.6 -0.2
C -2.430 2.162 1.940 -1.1 -0.1 0.7
O -2.403 3.161 2.641 0.0 -1.7 -1.2
C -1.414 1.800 0.710 -1.7 0.8 0.8
P -1.121 3.502 -0.059 1.4 1.6 0.9
C 0.041 3.509 -1.527 0.3 -0.4 -1.6
C 1.277 2.517 -1.437 0.8 0.1 -0.9
C -2.677 4.517 -0.302 -1.6 0.8 -0.4
C -2.623 5.545 -1.534 -0.1 -0.2 -0.1
P 0.155 1.359 1.646 2.7 -0.3 0.3
O 1.003 0.289 1.015 -1.5 1.2 0.6
O -0.181 0.931 3.254 0.5 1.1 -2.1
O 1.056 2.789 1.778 -1.4 -2.3 1.0
C -2.265 0.673 -0.021 -0.8 -2.1 0.5
C -3.460 1.242 -0.908 0.2 1.1 -0.2
N -1.624 -0.398 -0.804 0.7 1.0 -0.5
C -1.186 0.017 -2.161 0.9 -0.5 -0.9
C -2.043 -0.586 -3.368 1.0 0.3 0.1
C -2.168 0.501 -4.536 -0.9 0.0 -0.4
C -3.684 1.073 -4.618 1.0 -0.2 0.2
H -2.142 -0.829 5.853 -0.5 -0.6 -1.8
H -2.489 -2.185 1.599 0.7 1.2 0.4
H -0.979 -1.193 1.745 -1.1 0.2 0.7
H -4.534 -2.831 -0.245 -0.1 0.6 -0.4
H -3.845 0.928 2.944 0.4 0.3 -0.3
H -0.453 3.323 -2.542 0.5 0.2 1.3
H 0.475 4.562 -1.603 -0.8 -1.3 0.3
H 1.013 1.425 -1.344 0.1 1.3 0.1
H 2.041 2.790 -0.642 -1.2 -0.3 -0.8
H 1.844 2.618 -2.438 -0.9 -0.1 1.6
H -2.797 5.163 0.632 0.3 -1.2 -1.1
H -3.645 3.942 -0.400 1.1 0.4 0.2
H -2.431 6.586 -1.140 0.0 -1.1 -0.5
H -1.847 5.294 -2.318 -1.1 0.3 1.2
H -3.627 5.598 -2.080 1.2 -0.2 0.8
H 0.674 0.637 3.635 -0.6 0.0 -0.3
H 0.979 3.107 2.702 -0.1 0.0 -0.7
H -4.061 0.442 -1.429 0.9 0.5 0.8
H -4.177 1.854 -0.288 0.9 -0.7 -0.6
H -3.081 1.941 -1.731 -0.3 -0.9 1.2
H -0.799 -0.800 -0.351 -0.5 0.5 0.2
H -1.115 1.135 -2.306 -0.1 -1.1 0.4
H -0.121 -0.380 -2.294 -1.3 0.7 0.1
H -3.036 -0.943 -2.965 1.0 0.5 -0.6
H -1.481 -1.505 -3.753 -0.9 1.2 0.5
H -1.515 1.413 -4.384 -0.4 -1.2 0.1
H -1.843 0.053 -5.535 -0.6 0.5 1.3
H -3.727 2.055 -4.044 -0.2 -1.3 -0.6
H -4.345 0.291 -4.125 0.4 1.2 -0.8
H -3.982 1.283 -5.687 0.2 -0.3 1.2
C 4.749 2.251 -5.477 -0.1 0.1 -0.2
S 4.518 2.236 -3.689 0.1 0.1 0.1
O 3.891 3.536 -3.310 0.2 -0.1 -0.2
C 6.269 2.337 -3.268 -0.3 0.1 0.6
H 3.766 2.231 -5.951 0.0 0.0 0.2
H 5.279 3.155 -5.776 0.0 0.0 0.1
H 5.314 1.367 -5.778 0.0 0.0 0.1
H 6.705 3.232 -3.700 -0.2 -0.1 0.1
H 6.784 1.452 -3.639 -0.1 0.1 0.0
H 6.357 2.378 -2.181 -0.3 -0.1 0.0
C -0.089 7.017 -6.165 0.0 -0.1 -0.1
S -1.018 7.203 -4.630 0.1 -0.1 0.0
O -0.894 5.922 -3.877 0.2 0.3 -0.7
C -2.650 7.221 -5.397 -0.1 -0.1 -0.1
H 0.970 6.945 -5.920 -0.1 0.0 0.1
H -0.405 6.111 -6.684 0.0 0.0 0.1
H -0.255 7.890 -6.798 0.0 0.0 0.1
H -2.805 6.301 -5.964 0.1 0.0 0.1
H -2.733 8.087 -6.056 0.0 0.0 0.1
H -3.400 7.293 -4.610 0.1 0.0 0.0
C -2.190 -4.460 6.291 0.0 0.0 0.1
S -3.656 -3.676 6.987 0.1 0.0 -0.1
O -3.193 -2.674 7.995 0.0 -0.2 -0.1
C -4.232 -5.126 7.893 0.0 -0.1 0.1
H -1.645 -3.718 5.708 -0.1 0.0 0.0
H -1.550 -4.832 7.093 -0.1 0.0 0.0
H -2.490 -5.281 5.639 0.0 0.1 0.0
H -3.464 -5.456 8.595 0.0 0.1 0.0
H -4.466 -5.926 7.188 0.0 0.1 0.0
H -5.133 -4.854 8.443 0.1 0.1 -0.1
C -5.512 -3.574 -3.265 0.1 0.0 -0.1
S -6.455 -4.298 -1.909 -0.1 0.1 -0.1
O -5.490 -5.035 -1.038 0.0 0.2 -0.1
C -7.322 -5.521 -2.912 0.0 -0.2 0.0
H -4.861 -2.800 -2.857 -0.1 0.0 0.1
H -4.904 -4.342 -3.747 -0.1 0.0 0.1
H -6.197 -3.128 -3.987 0.0 0.0 0.1
H -6.601 -6.167 -3.416 0.0 0.1 0.1
H -7.948 -5.011 -3.645 0.0 0.0 0.1
H -7.951 -6.122 -2.255 0.1 0.1 0.0
C 3.130 -6.291 5.432 0.1 0.0 -0.1
S 1.500 -6.760 6.041 0.0 0.2 0.0
O 0.488 -6.144 5.130 0.2 0.0 0.2
C 1.562 -5.756 7.537 -0.2 -0.1 0.1
H 3.292 -6.781 4.471 -0.2 0.0 0.0
H 3.182 -5.209 5.302 -0.1 0.0 0.1
H 3.891 -6.622 6.139 -0.1 0.1 0.0
H 1.711 -4.707 7.276 0.0 -0.1 -0.1
H 2.372 -6.102 8.175 -0.1 0.0 -0.1
H 0.613 -5.866 8.065 0.0 -0.1 -0.2
C 10.034 2.145 -6.652 0.1 -0.1 0.0
S 8.445 2.997 -6.646 0.1 0.0 0.0
O 7.780 2.697 -5.340 0.7 -0.1 -1.0
C 7.669 1.958 -7.899 -0.1 -0.1 0.0
H 10.676 2.609 -5.904 -0.1 0.0 0.0
H 9.892 1.091 -6.405 -0.1 0.1 0.0
H 10.495 2.242 -7.636 -0.1 0.0 0.0
H 7.675 0.916 -7.574 0.0 0.1 0.1
H 8.208 2.061 -8.842 0.0 0.0 0.1
H 6.639 2.289 -8.034 0.1 0.1 0.1
C 4.813 -2.711 8.747 -0.1 0.0 0.1
S 5.469 -4.300 8.201 0.1 0.0 0.0
O 4.326 -5.260 8.149 0.5 0.3 0.2
C 6.398 -4.649 9.706 0.0 0.0 0.1
H 4.162 -2.320 7.965 0.1 -0.1 0.0
H 4.240 -2.842 9.666 0.0 -0.1 0.0
H 5.637 -2.016 8.913 0.0 -0.1 0.0
H 5.725 -4.658 10.565 0.0 0.0 -0.1
H 7.171 -3.890 9.841 0.0 0.0 -0.1
H 6.868 -5.627 9.603 -0.1 0.1 -0.1

21
Properties=species:S:1:pos:R:3:forces:R:3 method="wB97M-V/def2-TZVPD" homo_lumo_gap_ev="10.44 / 5.20" lumo_ev="-8.103 / -13.337" relative_energy_ev=1.343 charge=+2 spin_multiplicity=2 e_homo_ev="-18.540 / -18.540"
C 1.324 -0.473 0.107 1.6 1.0 1.8
C 0.301 -0.936 -0.852 -1.8 0.6 -1.3
C -0.494 -2.099 -0.238 0.6 -1.2 0.3
S -2.262 -2.323 -0.238 0.2 0.2 0.4
N -0.638 0.226 -1.323 -0.6 2.5 2.1
H 1.756 -1.372 0.721 -1.1 1.9 -0.6
H 1.002 0.518 0.667 0.7 -2.4 -0.6
H 2.198 -0.219 -0.492 0.1 0.4 0.1
H 0.817 -1.271 -1.760 -0.6 0.0 0.0
H -0.019 -2.960 -0.722 -0.7 -0.5 -0.4
H -0.141 -2.252 0.762 -0.3 0.3 0.8
H -2.421 -2.132 1.121 -0.1 -0.2 -0.6
H -1.669 0.123 -1.529 1.5 -0.5 -0.1
H -0.653 1.103 -0.657 0.2 -1.9 -0.1
H -0.200 0.733 -2.067 0.3 -0.1 -1.5
H -0.615 2.229 2.161 0.2 0.7 0.1
H -1.176 0.863 2.461 -0.6 1.9 -1.4
O -1.300 1.655 1.824 0.4 -2.8 1.2
H 1.156 3.030 0.720 0.7 1.5 4.4
H 1.967 2.756 -0.527 -0.7 0.4 0.5
O 1.068 2.801 -0.138 0.0 -1.9 -5.0

61
Properties=species:S:1:pos:R:3:forces:R:3 method="wB97M-V/def2-TZVPD" homo_lumo_gap_ev=10.21 lumo_ev=-2.144 relative_energy_ev=0.000 charge=+1 e_homo_ev=-12.358
O -0.435 -0.064 -1.517 0.6 -0.2 -0.3
H 0.527 0.054 -1.849 0.1 0.0 0.5
H -0.810 0.778 -1.113 0.0 0.1 -0.3
H -0.428 -0.873 -0.901 -0.9 0.3 0.4
C 2.528 2.024 -0.564 1.1 -0.3 0.2
C 2.666 1.499 -1.985 -0.7 0.3 -0.2
C 4.053 1.759 -2.565 -0.3 -0.4 0.6
O 4.344 3.113 -2.431 -0.1 0.2 -0.4
C 5.603 3.459 -2.979 0.1 -0.5 0.0
N 2.334 0.050 -1.966 0.2 -0.1 0.4
H 3.406 1.678 0.001 -0.2 -0.2 0.1
H 1.633 1.641 -0.088 -0.2 0.1 0.1
H 2.598 3.105 -0.487 -0.3 0.0 -0.3
H 1.884 1.973 -2.586 0.3 0.1 -0.2
H 4.085 1.362 -3.586 0.1 0.4 -0.3
H 4.784 1.182 -1.980 0.0 -0.2 0.0
H 6.411 2.916 -2.475 0.0 0.1 0.2
H 5.740 4.524 -2.839 0.0 0.1 -0.1
H 5.658 3.167 -4.032 -0.1 0.3 -0.1
H 2.958 -0.333 -1.253 -0.4 -0.3 0.0
H 2.593 -0.454 -2.812 0.0 0.4 -0.2
C -2.775 0.103 2.208 -0.2 -0.4 0.4
C -2.030 1.360 2.612 0.2 -0.6 0.1
C -1.993 1.663 4.108 -0.5 0.4 -0.6
O -1.336 2.912 4.203 0.6 0.2 0.2
C -1.825 3.724 5.251 -0.3 -0.5 0.8
N -0.657 1.306 2.041 0.0 0.4 0.4
H -2.748 -0.019 1.125 -0.1 0.0 -0.1
H -3.814 0.104 2.547 0.0 0.2 -0.2
H -2.357 -0.804 2.657 0.3 0.1 0.0
H -2.574 2.212 2.196 0.3 0.1 -0.2
H -1.485 0.906 4.710 0.0 -0.1 0.0
H -3.035 1.769 4.429 0.0 -0.2 0.2
H -1.935 3.135 6.171 -0.2 -0.1 -0.1
H -2.797 4.127 4.966 -0.1 0.2 0.1
H -1.144 4.514 5.561 0.2 0.1 -0.7
H -0.054 1.768 2.722 0.1 0.3 -0.4
H -0.316 0.348 2.017 -0.3 -0.1 0.0
C 0.952 -4.196 -0.324 -0.5 -0.3 -1.1
C -0.194 -3.295 -0.812 -0.2 -1.5 0.8
C -1.493 -4.074 -0.987 0.1 0.2 -0.4
O -1.329 -4.984 -2.047 -0.6 0.1 0.3
C -2.464 -5.857 -2.145 0.8 0.2 -0.3
N -0.466 -2.242 0.184 1.0 1.2 -0.5
H 0.655 -4.776 0.551 0.3 0.6 0.5
H 1.829 -3.555 -0.242 0.2 -0.3 0.6
H 1.177 -4.991 -1.041 0.0 0.3 -0.3
H 0.085 -2.894 -1.789 -0.1 0.4 0.1
H -2.323 -3.388 -1.201 0.0 0.1 0.0
H -1.751 -4.584 -0.046 0.1 -0.1 0.0
H -2.476 -6.473 -1.244 -0.3 -0.3 -0.1
H -2.290 -6.430 -3.052 -0.1 -0.3 0.2
H -3.410 -5.325 -2.270 0.1 0.2 0.2
H 0.431 -1.904 0.541 0.0 -0.2 0.0
H -0.913 -2.595 1.024 -0.4 -0.2 -0.3
O -3.659 0.650 -1.468 0.0 -0.1 0.2
H -4.389 0.031 -1.343 0.1 0.1 -0.1
H -3.934 1.452 -1.008 0.0 -0.1 -0.1
O -1.045 2.345 -0.586 0.2 -0.3 1.0
H -0.873 2.147 0.381 0.1 0.0 -0.4
H -1.376 3.249 -0.595 0.0 -0.1 -0.4